# C13H18N2O4

The molecule C13H18N2O4 (wB97M-V/def2-TZVPD, the Open Molecules 2025 dataset).

Results
SMILES: NC[C@H](O)COc1ccccc1OCN1C=CCO1
HOMO energy (eV): -7.456

XYZ file:
```
37
Properties=species:S:1:pos:R:3:forces:R:3
O 0.056 -1.001 -3.956 -2.4 0.1 2.0
O 0.186 1.196 -1.221 0.5 -0.6 -1.2
O -0.517 -0.026 1.159 0.4 -1.1 -0.1
O -3.688 0.325 2.834 -1.3 0.4 -0.1
C 2.182 -0.213 -3.745 -0.3 -0.6 -0.2
C 2.040 -0.843 -4.895 0.8 -0.5 -1.9
C 2.872 2.409 0.970 -0.2 0.8 -0.5
C 2.591 1.722 2.170 -0.6 -0.8 -0.8
C 2.014 2.309 -0.186 0.4 -1.2 3.0
C 1.460 0.911 2.197 -0.2 1.3 -3.6
C 0.909 1.437 -0.095 0.9 0.8 0.1
C 0.593 0.746 1.073 0.9 1.7 1.5
N 0.943 -0.252 -3.128 -0.6 1.5 1.7
N -3.069 -2.142 3.753 -1.5 -1.8 2.2
C 0.661 -1.457 -5.103 3.2 0.4 -0.1
C 0.583 -0.115 -1.715 -0.7 -1.2 -1.8
C -1.841 0.433 1.377 -0.2 0.9 -1.0
C -2.495 -1.664 2.594 1.6 1.5 -2.7
C -2.389 -0.143 2.647 -0.1 -0.5 0.5
H -3.671 1.239 3.115 0.0 0.3 0.1
H 3.136 0.205 -3.373 -1.2 -0.1 0.1
H 2.804 -0.958 -5.631 0.5 0.0 -0.2
H 3.739 3.096 0.956 -0.6 -0.5 -0.2
H 3.196 1.625 3.090 0.0 0.8 -0.9
H 2.178 2.813 -1.115 0.3 0.3 -0.2
H 1.259 0.377 3.026 -0.8 -1.8 2.8
H -3.213 -3.141 3.586 -0.1 0.3 0.7
H -4.000 -1.730 3.924 0.8 -0.2 -0.3
H 0.819 -2.549 -5.213 -0.6 0.1 0.5
H 0.164 -1.107 -5.993 -0.4 0.3 -0.3
H 1.440 -0.546 -1.235 0.5 0.5 1.1
H -0.280 -0.732 -1.473 0.1 -0.4 -0.5
H -2.466 0.037 0.544 0.3 0.4 0.4
H -1.933 1.552 1.384 0.3 -0.8 -0.1
H -3.023 -2.032 1.668 0.4 0.8 0.4
H -1.432 -1.930 2.473 -0.3 -0.6 0.2
H -1.808 0.149 3.537 0.3 -0.3 -0.3
```
Positions in Å, forces in eV/Å.

=====

# C5H10N2

The molecule C5H10N2 (wB97M-V/def2-TZVPD, the Open Molecules 2025 dataset).

Results
SMILES: C=NC(=C)CCN
HOMO energy (eV): -8.677

XYZ file:
```
17
Properties=species:S:1:pos:R:3:forces:R:3
C 0.674 1.646 -0.492 -0.9 -0.1 -0.6
C -0.449 0.765 0.078 0.7 -0.8 1.5
C 0.088 -0.573 0.706 -1.8 2.2 -1.5
C 0.897 -1.334 -0.040 0.2 -0.3 0.7
C -1.737 -1.575 1.715 0.7 1.5 0.6
N -0.618 -0.974 1.878 1.6 -3.2 -0.8
N 0.882 1.359 -1.935 1.0 0.3 0.2
H 0.466 2.738 -0.448 -0.1 -0.8 0.4
H 1.535 1.411 0.146 0.2 0.3 -0.5
H -1.139 0.412 -0.683 -0.4 0.6 -0.1
H -0.968 1.196 0.955 0.0 0.4 -0.9
H 1.108 -1.035 -1.066 0.2 0.2 0.5
H 1.398 -2.241 0.282 -0.5 -0.1 0.2
H -1.904 -2.507 2.257 -0.8 0.6 0.7
H -2.524 -1.090 1.113 0.2 -1.0 -0.8
H 1.873 1.237 -2.109 -0.1 0.1 -0.2
H 0.418 0.566 -2.355 -0.2 -0.1 0.6
```
Positions in Å, forces in eV/Å.

=====

# C7H36AgB2N14O7

A structure of composition C7H36AgB2N14O7 (wB97M-V/def2-TZVPD, the Open Molecules 2025 dataset).

Results
2S+1: 3
Charge: +1
HOMO energy (spin up / spin down) (eV): -11.144 / -11.142

XYZ file:
```
67
Properties=species:S:1:pos:R:3:forces:R:3
Ag 1.859 0.296 -1.024 1.2 1.0 0.1
B 0.195 -0.036 0.603 -0.1 -0.4 -0.1
H 0.726 -0.949 0.381 1.6 -3.7 -0.7
H -0.406 -0.196 1.485 -1.9 -0.5 3.3
H 0.912 0.730 0.853 2.7 2.8 0.9
H -0.449 0.296 -0.197 -2.3 0.8 -2.9
B 3.774 -0.394 0.092 -0.7 -1.7 -1.3
H 4.648 -0.501 0.715 3.0 0.3 2.7
H 3.060 -1.160 0.353 -2.3 -3.4 1.4
H 3.364 0.575 0.331 -1.4 4.8 1.0
H 3.990 -0.557 -0.952 1.0 -0.2 -4.1
C 1.770 3.884 -1.127 -0.1 -3.0 -0.1
O 1.624 2.680 -0.827 -0.4 -0.2 -0.4
N 1.451 4.355 -2.331 -1.1 -0.4 -2.1
N 2.261 4.691 -0.255 1.0 2.6 1.1
H 1.697 5.203 -2.821 0.1 0.0 0.7
H 0.890 3.692 -2.845 0.2 0.2 -0.2
H 2.415 4.354 0.684 0.1 0.5 -0.2
H 2.293 5.646 -0.583 0.3 0.2 1.2
C -0.382 0.283 4.780 1.3 0.8 5.1
O -0.457 0.698 5.977 0.2 -1.0 -3.9
N -1.312 0.345 3.852 -3.1 0.4 -0.8
N 0.659 -0.406 4.265 2.8 -1.7 -0.8
H -0.987 0.353 2.896 -0.5 0.5 0.2
H -2.088 0.917 4.153 -0.2 0.1 -0.5
H 0.567 -0.911 3.396 -0.1 0.9 0.4
H 1.639 -0.377 4.510 -0.4 0.4 0.9
C -0.166 -3.917 1.896 -0.4 -3.8 -0.6
O -0.761 -4.831 2.417 0.4 -0.2 -0.3
N -0.262 -2.710 2.293 -1.8 5.7 4.2
N 0.576 -3.891 0.796 0.8 -2.3 -2.4
H -0.888 -2.586 3.077 -0.5 0.1 0.5
H 0.166 -1.831 2.041 0.7 0.2 -1.4
H 0.502 -4.772 0.309 0.5 -0.1 -0.6
H 1.132 -3.145 0.403 0.1 0.5 0.0
C -1.086 3.226 1.582 -0.9 6.1 3.7
O -1.457 4.345 1.973 -0.4 -0.1 -1.0
N -0.068 2.686 2.151 4.7 -2.5 2.3
N -1.654 2.472 0.740 -3.4 -4.1 -4.4
H 0.258 1.775 1.861 0.2 0.5 0.1
H 0.478 3.141 2.868 -0.5 0.2 -0.3
H -1.364 1.505 0.763 -0.2 0.2 -0.5
H -2.584 2.611 0.374 0.3 0.6 0.3
C -0.052 1.056 -3.701 -2.6 2.3 2.2
O 0.572 0.710 -2.738 0.0 -1.3 2.2
N -1.240 1.713 -3.806 -1.5 -0.1 2.7
N 0.428 1.106 -4.845 4.7 -1.0 -8.0
H -1.525 1.948 -4.746 -0.8 -0.2 0.8
H -1.873 1.478 -3.054 -0.5 0.6 -0.4
H 1.242 0.567 -5.106 0.1 0.4 0.2
H -0.068 1.560 -5.598 0.5 -0.5 0.0
C 0.770 -2.622 -2.503 2.3 2.5 1.6
O 1.363 -1.778 -1.865 0.8 1.4 1.5
N -0.424 -2.983 -2.431 -6.8 -0.9 1.8
N 1.358 -3.361 -3.332 5.1 -4.2 -6.2
H -0.616 -3.848 -2.916 -1.1 0.4 0.6
H -1.022 -2.596 -1.716 -0.8 -0.3 0.0
H 0.803 -3.956 -3.931 0.4 0.1 0.0
H 2.228 -3.097 -3.773 0.1 0.1 0.5
C -3.358 -1.954 0.146 3.5 -2.4 -4.6
O -2.861 -2.600 -0.814 0.6 0.7 0.8
N -2.726 -1.128 0.912 3.4 1.7 2.1
N -4.574 -2.003 0.401 -7.0 -0.5 1.5
H -1.728 -1.085 0.758 -0.2 0.5 0.3
H -3.161 -0.783 1.756 0.5 0.2 -0.1
H -5.224 -2.433 -0.242 0.0 0.0 0.5
H -4.847 -1.500 1.234 -1.1 -0.3 -0.5
```
Positions in Å, forces in eV/Å.

=====

# C5H36O16

A cluster of 15 separate species, C5H36O16 in total (wB97M-V/def2-TZVPD, the Open Molecules 2025 dataset).

Results
HOMO energy (eV): -10.398

XYZ file:
```
57
Properties=species:S:1:pos:R:3:forces:R:3
O 1.398 1.362 -1.234 -0.9 0.2 -0.3
C 0.756 0.816 -0.357 1.0 -0.8 0.8
O 0.968 1.164 0.933 -0.9 0.6 -0.7
C -0.236 -0.318 -0.507 0.1 1.2 -0.8
C -1.499 0.217 -1.237 1.0 0.5 -1.3
C -1.731 1.730 -1.241 -0.9 -1.2 1.2
C -1.906 2.341 -0.083 0.0 0.9 0.7
H 1.433 2.040 0.878 0.3 -0.1 0.6
H 0.205 -1.037 -1.188 0.1 -0.2 0.1
H -0.362 -0.787 0.456 -0.5 0.0 0.2
H -1.228 0.080 -2.288 -0.4 -0.7 0.1
H -2.356 -0.399 -0.989 -0.3 0.2 0.0
H -1.883 2.171 -2.217 0.3 0.4 0.1
H -1.879 1.807 0.857 0.2 -0.5 -0.2
H -2.076 3.398 0.120 -0.2 0.1 -0.7
H -3.188 -2.675 -0.178 -0.2 -0.3 -0.4
H -3.754 -2.276 1.093 -0.6 -0.3 -0.2
O -4.049 -2.713 0.257 0.7 0.4 0.4
H 3.911 -0.223 -3.115 -0.2 0.4 0.0
H 2.433 -0.624 -2.755 0.1 0.8 -0.2
O 3.295 -0.948 -3.032 0.0 -1.0 0.2
H -0.449 0.133 3.519 -0.2 0.0 0.1
H -0.453 1.154 2.444 -0.2 -0.1 -0.1
O -1.069 0.716 3.057 0.4 0.1 -0.1
H -1.732 -1.955 -3.497 0.0 0.0 -0.1
H -1.012 -0.919 -4.372 0.2 0.1 0.0
O -0.877 -1.736 -3.881 0.0 -0.3 0.1
H 0.213 -1.736 2.106 -0.1 -0.5 -0.2
H 0.319 -2.580 3.290 0.0 -0.4 0.1
O -0.003 -2.639 2.385 -0.7 0.3 0.5
H -0.194 4.281 0.003 -0.2 -0.1 0.3
H 0.193 4.774 1.460 -0.5 -0.1 0.1
O 0.484 4.678 0.555 0.6 0.5 -0.5
H -1.978 -1.622 2.554 0.0 0.1 0.0
H -3.099 -0.530 2.496 0.3 0.1 0.1
O -2.899 -1.455 2.329 -0.3 -0.1 0.1
H 0.721 -3.627 1.012 -0.2 -0.2 -0.3
H 0.974 -3.739 -0.619 0.1 0.0 0.4
O 1.123 -3.269 0.211 0.2 0.0 0.1
H 0.742 1.640 -4.465 0.1 0.1 0.1
H 0.757 1.166 -2.979 0.3 0.2 0.1
O 0.761 0.864 -3.901 -0.3 -0.3 -0.2
H -2.729 1.755 3.008 0.2 0.2 -0.4
H -3.488 2.686 1.954 0.3 -0.3 -0.2
O -3.462 2.362 2.852 -0.6 0.1 0.7
H 2.953 -1.198 -0.639 0.2 0.1 0.0
H 1.846 -1.781 0.209 0.2 0.0 -0.2
O 2.315 -0.928 0.032 0.5 -0.7 0.4
H 1.748 -0.424 2.272 0.1 0.1 0.0
H 2.088 -0.338 3.755 0.0 0.0 0.0
O 1.419 -0.680 3.152 0.7 0.6 0.2
H 3.180 2.759 0.542 0.2 -0.1 0.2
H 2.396 4.029 0.718 -0.5 0.1 0.2
O 2.604 3.206 1.180 0.7 -0.2 -0.5
H 1.123 -3.619 -2.877 -0.1 -0.4 0.3
H 2.146 -2.604 -2.794 0.6 -0.1 0.5
O 1.828 -3.355 -2.265 -0.5 0.3 -1.4
```
Positions in Å, forces in eV/Å.

=====

no.,E (eV)
1,-24937.768
2,-8324.046
3,-48374.647
4,-38529.654